1.
This record from the Open Molecules 2025 dataset describes a single C5H12S2 molecule. The level of theory is wB97M-V/def2-TZVPD.

The LUMO energy is 0.86 eV. As for the total energy: -994.06089 a.u. The value obtained for the relative energy (zero: lowest compared OMol25 entry of this formula, charge and spin) is 0.446 eV. For the molar mass, the calculation gives 136.285 g/mol. Its SMILES is CCCSSCC.

```
! RIJCOSX wB97M-V def2-TZVPD def2/J DEFGRID3
* xyz 0 1
C -1.0901 1.7051 2.4356
C -0.8867 2.1721 0.9682
C -0.3118 1.1040 0.0363
S 1.4104 0.7286 0.5580
S 2.1092 -0.7746 -0.6509
C 0.6048 -1.6431 -1.2774
C 1.0956 -2.8592 -2.0742
H -1.4016 0.6612 2.4962
H -0.1272 1.7419 2.9316
H -1.7983 2.3384 2.9640
H -1.8384 2.5060 0.5650
H -0.1458 2.9692 0.9986
H -0.3561 1.5540 -0.9644
H -0.8844 0.1846 0.0630
H 0.1220 -0.9591 -1.9887
H -0.0295 -1.8730 -0.4336
H 1.7957 -2.5156 -2.8228
H 1.5171 -3.6375 -1.4057
H 0.2150 -3.4029 -2.3989
*
```

=====

2.
This record from the Open Molecules 2025 dataset describes a molecular structure, C10H24ClINOsP2S. The level of theory is wB97M-V/def2-TZVPD.

The LUMO energy (spin up / spin down) is -11.51 / -14.01 eV. As for the total energy: -2378.52180 a.u. For the molar mass, the calculation gives 604.911 g/mol.

```
! RIJCOSX wB97M-V def2-TZVPD def2/J DEFGRID3
* xyz 3 5
C -1.3810 0.0031 -4.5672
I -1.3042 -0.4298 -2.3639
H -0.3808 0.1212 -4.9625
H -1.9777 0.9077 -4.6497
H -1.8940 -0.8491 -5.0149
Os 0.2528 0.0116 -0.2716
P 0.1582 2.2330 -0.3488
C -1.4988 2.9753 -0.1594
C 1.1434 3.1300 0.9080
H 1.2439 4.1782 0.5904
H 0.8734 4.0555 -1.7779
H 2.1332 2.6627 0.9767
H 1.8507 2.5682 -2.0237
H -1.9151 2.6807 0.8109
H 0.6325 3.0785 1.8766
C 0.8364 2.9624 -1.8802
H -1.4094 4.0681 -0.2052
H 0.2130 2.6894 -2.7408
H -2.1520 2.6182 -0.9625
P 0.1745 -2.2247 -0.0025
C -1.4885 -2.9263 0.2800
C 0.8403 -3.1566 -1.4295
H 2.1548 -2.4382 1.3485
H 1.2691 -4.0004 1.1887
H 0.6568 -2.7279 2.3098
C 1.1689 -2.9184 1.3598
H 1.8462 -2.7786 -1.6503
H 0.8966 -4.2203 -1.1622
H -1.3917 -4.0128 0.3931
H -2.1446 -2.6950 -0.5666
H 0.2023 -3.0269 -2.3121
H -1.9070 -2.4991 1.1988
Cl 2.6463 -0.0089 -0.4067
S -1.1400 0.3070 4.0895
C 0.6222 0.3085 4.0712
C 1.1050 0.2259 2.7930
N 0.0847 0.1613 1.8223
C -1.1433 0.1940 2.3763
H 1.2336 0.3687 4.9588
H 2.1294 0.2004 2.4252
H -2.0453 0.1511 1.7692
*
```

=====

3.
This record from the Open Molecules 2025 dataset describes a single C5H7N molecule. The level of theory is wB97M-V/def2-TZVPD.

The LUMO energy is -0.78 eV. As for the total energy: -249.15187 a.u. The value obtained for the relative energy (zero: lowest compared OMol25 entry of this formula, charge and spin) is 8.745 eV. For the molar mass, the calculation gives 81.118 g/mol.

```
! RIJCOSX wB97M-V def2-TZVPD def2/J DEFGRID3
* xyz 0 1
C 1.3709 -0.9499 -0.3533
C 1.0255 0.1092 0.6978
N -1.1551 0.3902 1.5247
C -0.4790 0.3575 0.3822
C 0.2764 -1.2320 0.4142
C -0.6283 0.6720 -1.1073
H 2.0961 -1.7688 -0.3493
H 1.6340 1.0020 0.6334
H -1.9497 1.0324 1.4171
H -0.2119 -1.6371 1.3000
H 0.3304 1.0649 -1.4501
H -1.5277 1.2205 -1.4213
H -0.7815 -0.2608 -1.6881
*
```

=====

4.
This record from the Open Molecules 2025 dataset describes 2 unconnected molecules or ions with the total composition C6H14N2O2. The level of theory is wB97M-V/def2-TZVPD.

The LUMO energy is 0.55 eV. As for the total energy: -496.87983 a.u. The value obtained for the relative energy (zero: lowest compared OMol25 entry of this formula, charge and spin) is 4.835 eV. For the molar mass, the calculation gives 146.190 g/mol. Its SMILES is CNC(C)=O.CNC(C)=O.

```
! RIJCOSX wB97M-V def2-TZVPD def2/J DEFGRID3
* xyz 0 1
C 2.1540 2.0606 0.4010
N 2.0344 0.8264 -0.3593
C 2.7685 -0.3719 -0.2048
C 2.0628 -1.6150 -0.6387
O 3.9334 -0.3636 0.3007
H 3.1713 2.2471 1.0755
H 1.9811 2.7819 -0.4904
H 1.2438 2.0634 1.1448
H 1.0284 0.6891 -0.3203
H 2.6931 -1.8927 -1.6592
H 0.9602 -1.6080 -0.8540
H 2.3809 -2.6963 -0.1470
C -4.2635 0.4361 -0.5922
N -3.4021 -0.0671 0.4447
C -2.0752 -0.1678 0.1614
C -1.3345 -1.0234 1.1340
O -1.4921 0.3379 -0.7445
H -3.2722 0.3976 -1.2653
H -4.8818 -0.4613 -0.9077
H -4.6610 1.6412 -0.4151
H -3.4636 -0.7626 1.1854
H -1.7093 -1.1459 2.2463
H -0.4374 -0.4643 1.2127
H -0.8624 -1.8097 0.5811
*
```

=====

5.
This record from the Open Molecules 2025 dataset describes a molecular structure, C39H54As2BN4SSn. The level of theory is wB97M-V/def2-TZVPD.

The LUMO energy is 2.46 eV. As for the total energy: -6846.43872 a.u. The value obtained for the relative energy (zero: lowest compared OMol25 entry of this formula, charge and spin) is 0.000 eV. For the molar mass, the calculation gives 890.323 g/mol.

```
! RIJCOSX wB97M-V def2-TZVPD def2/J DEFGRID3
* xyz -1 1
Sn -1.7352 -0.6758 0.3061
C 5.5011 -3.7854 -3.4045
C 4.5565 -2.7996 -2.7707
C 3.1883 -2.8512 -2.9754
C 2.3231 -1.9351 -2.3862
C 0.8539 -2.1437 -2.6371
C 2.8133 -0.8989 -1.5574
As 1.3474 0.4109 -1.0460
N 0.4949 -0.6282 0.1930
C 1.1676 -1.4836 1.0477
C 2.4680 -1.2223 1.5189
C 3.1278 -2.0931 2.3671
C 2.5238 -3.2665 2.7948
C 1.2325 -3.5406 2.3619
C 0.5711 -2.6761 1.5098
C 2.3026 1.9286 -0.1428
C 3.1939 2.6701 -0.9335
C 3.3684 2.3968 -2.4090
C 3.9519 3.6917 -0.3720
C 3.8223 4.0393 0.9618
C 4.7275 5.0537 1.6076
C 2.8242 3.4139 1.6953
C 2.0468 2.3890 1.1647
C 0.9357 1.8477 2.0231
C 4.1973 -0.8807 -1.3108
C 4.9210 0.0521 -0.3669
C 5.0301 -1.8171 -1.9217
H 4.9944 -4.3978 -4.1498
H 5.9293 -4.4462 -2.6475
H 6.3319 -3.2668 -3.8866
H 2.7735 -3.6234 -3.6154
H 0.6935 -2.7879 -3.5021
H 0.3214 -1.2063 -2.7769
H 0.3972 -2.6221 -1.7666
H 2.9444 -0.2970 1.2268
H 4.1248 -1.8464 2.7165
H 3.0455 -3.9571 3.4456
H 0.7416 -4.4515 2.6862
H -0.4220 -2.9340 1.1608
H 3.1362 1.3669 -2.6702
H 4.3909 2.6111 -2.7227
H 2.6979 3.0454 -2.9785
H 4.6793 4.2082 -0.9916
H 5.4175 5.4832 0.8814
H 5.3168 4.5855 2.3987
H 4.1510 5.8622 2.0609
H 2.6455 3.7198 2.7217
H 0.7479 2.5248 2.8574
H 1.1730 0.8629 2.4270
H 0.0237 1.7503 1.4418
H 4.2703 0.7721 0.1060
H 5.7040 0.5985 -0.8978
H 5.3985 -0.5395 0.4178
H 6.0956 -1.7680 -1.7122
N -1.5932 -0.2017 7.4743
C -1.6291 -0.2171 6.0934
C -1.6621 -1.4187 5.3834
C -1.7631 -1.3786 4.0054
N -1.8275 -0.2510 3.3074
C -1.7982 0.8964 3.9806
C -1.7055 0.9675 5.3580
H -1.3015 -1.0510 7.9253
H -1.2693 0.6417 7.9134
H -1.5990 -2.3658 5.9060
H -1.8023 -2.2961 3.4252
H -1.8535 1.7977 3.3794
H -1.7002 1.9263 5.8630
C -0.8902 0.6557 -5.0758
C -2.2457 0.2672 -4.4695
C -2.7722 -1.0014 -5.1559
C -3.2409 1.4204 -4.6553
C -2.0826 -0.0067 -3.0343
C -1.9447 -0.2535 -1.8545
H -1.0023 0.8743 -6.1414
H -0.1711 -0.1565 -4.9616
H -0.4888 1.5379 -4.5758
H -2.8819 -0.8384 -6.2320
H -3.7406 -1.2872 -4.7431
H -2.0797 -1.8287 -4.9956
H -3.3881 1.6314 -5.7182
H -2.8629 2.3214 -4.1713
H -4.2035 1.1698 -4.2074
C -5.0825 -0.3875 2.0186
As -5.3607 -1.4247 0.4154
C -7.2277 -1.9607 0.5460
C -5.3162 -0.2582 -1.1192
S -4.2245 -3.1507 0.2557
H -6.0420 -0.0315 2.3932
H -4.4535 0.4669 1.7956
H -4.5974 -1.0140 2.7623
H -7.8811 -1.0900 0.6196
H -7.3400 -2.5835 1.4316
H -7.4847 -2.5476 -0.3336
H -6.2360 0.3237 -1.1718
H -5.1991 -0.8734 -2.0086
H -4.4604 0.4097 -1.0451
B -4.2135 3.3895 1.0833
C -3.0735 2.3672 0.7664
N -2.2921 1.5425 0.5454
H -4.1832 3.6259 2.2718
H -4.0663 4.3860 0.4181
H -5.2455 2.8127 0.7836
*
```

=====

Which formula does entry 2 have? C10H24ClINOsP2S